# 1
152
Properties=species:S:1:pos:R:3 method="wB97M-V/def2-TZVPD" gap_ev="7.19 / 7.80" spin_multiplicity=4 total_energy_ev=-190853.192
V 1.36138 1.82389 0.20039
C 4.20006 0.84535 5.91919
C 4.63925 1.28472 4.67792
C 3.72245 1.66843 3.71366
C 2.35621 1.62094 3.97320
C 1.92016 1.17652 5.21894
C 2.84078 0.79322 6.18636
P 1.24124 2.19528 2.63527
C -0.36682 1.89087 3.44111
C -0.72943 0.54940 3.58662
C -1.86746 0.19346 4.28945
C -2.68684 1.18380 4.82128
C -2.35550 2.51942 4.64633
C -1.19201 2.87373 3.97161
C 1.50436 4.00297 2.63728
C 1.62969 4.71081 3.80522
C 1.88281 6.09513 3.78005
C 2.05041 6.73211 2.58281
C 1.97907 6.02213 1.36133
C 2.24765 6.66506 0.12483
C 2.25349 5.94108 -1.02961
C 1.94350 4.55945 -1.00574
C 1.62935 3.87353 0.14783
C 1.68111 4.63634 1.36966
H 4.91427 0.54362 6.67461
H 5.69686 1.32355 4.45166
H 4.06497 1.99813 2.74785
H 0.86636 1.13426 5.45660
H 2.48772 0.45619 7.15277
H -0.11432 -0.22724 3.13993
H -2.11972 -0.85242 4.40962
H -3.58247 0.91320 5.36606
H -2.99825 3.29525 5.04350
H -0.94022 3.91973 3.84834
H 1.54751 4.20141 4.75955
H 1.96535 6.64331 4.70981
H 2.27194 7.79333 2.55472
H 2.48511 7.72282 0.12313
H 2.49887 6.41947 -1.97081
H 1.96789 4.03621 -1.95852
Cl 1.04764 1.13580 -2.13226
C 0.01672 2.35456 -2.86159
C 0.14285 2.55454 -4.22259
C -0.65895 3.51454 -4.82223
C -1.56556 4.23822 -4.06003
C -1.67766 4.00285 -2.69723
C -0.87652 3.05589 -2.06587
P -1.04135 2.57721 -0.30217
C -2.44912 1.39279 -0.44276
C -2.79332 0.74109 0.82925
C -3.61752 -0.28057 1.03230
C -4.38692 -1.02525 -0.00657
C -3.93286 -0.06473 -1.89319
C -2.97342 1.05180 -1.62648
C -1.80601 4.08385 0.43773
C -2.92592 4.00282 1.26409
C -3.44946 5.13818 1.86724
C -2.86419 6.37664 1.65615
C -1.75866 6.47288 0.82338
C -1.23506 5.33989 0.22166
H 0.86019 1.97916 -4.79185
H -0.57136 3.69413 -5.88539
H -2.18952 4.98822 -4.52760
H -2.40242 4.55476 -2.11279
H -2.31516 1.15173 1.70808
H -3.75955 -0.60585 2.05574
H -4.95310 -1.84675 0.42360
H -4.16670 -0.12964 -2.95433
H -2.68052 1.60643 -2.50908
H -3.41984 3.05965 1.44170
H -4.31966 5.04655 2.50528
H -3.27028 7.26099 2.13024
H -1.28672 7.43083 0.64552
H -0.36499 5.44014 -0.41527
C -7.84313 -2.26289 -2.76004
C -6.51072 -1.82753 -2.18491
C -5.38960 -2.77020 -2.33724
C -4.12353 -2.61761 -1.94738
C -3.54224 -1.42158 -1.25758
C -5.17788 -0.06251 -0.94799
C -6.40683 -0.64643 -1.57084
S -1.79536 -1.76224 -0.77788
O -1.93535 -2.91868 0.15177
C -1.14299 -2.28972 -2.37154
C -1.23897 -1.30085 -3.38538
C -0.74734 -1.53820 -4.62801
C -0.07974 -2.75849 -4.91428
C 0.46588 -3.01685 -6.19405
C 1.14827 -4.17274 -6.43912
C 1.32558 -5.11704 -5.40576
C 0.79975 -4.89485 -4.16558
C 0.06471 -3.71702 -3.89005
C -0.50509 -3.47479 -2.59705
C -0.40828 -4.54531 -1.56226
C -1.25331 -5.69072 -1.64578
C -2.18674 -5.87876 -2.70023
C -2.98907 -6.98141 -2.73817
C -2.90527 -7.96604 -1.72721
C -2.02383 -7.80999 -0.69902
C -1.18417 -6.66974 -0.62767
C -0.29143 -6.47879 0.45799
C 0.51079 -5.37840 0.51678
C 0.46782 -4.42757 -0.52131
S 1.49547 -2.93804 -0.57903
O 2.26537 -3.01834 -1.85063
C 2.62938 -3.26994 0.74922
C 3.67684 -4.16001 0.56620
C 4.53439 -4.41426 1.62431
C 4.35549 -3.79458 2.86042
C 5.28332 -4.07945 4.01050
C 3.29870 -2.89995 3.01573
C 2.43519 -2.63152 1.96429
H -7.78194 -3.25938 -3.19512
H -8.17664 -1.58136 -3.54371
H -8.61549 -2.28499 -1.99062
H -5.63645 -3.71286 -2.81540
H -3.45072 -3.44919 -2.09885
H -5.40220 0.90533 -0.50344
H -7.30105 -0.03260 -1.51057
H -1.71091 -0.34978 -3.16266
H -0.84637 -0.79311 -5.40895
H 0.33715 -2.27458 -6.97296
H 1.56572 -4.36257 -7.41944
H 1.89254 -6.01912 -5.59589
H 0.95610 -5.61622 -3.37493
H -2.25917 -5.13893 -3.48775
H -3.69622 -7.10383 -3.54885
H -3.54027 -8.84112 -1.77453
H -1.95330 -8.55352 0.08595
H -0.24527 -7.22669 1.24054
H 1.18429 -5.24762 1.35563
H 3.81828 -4.62520 -0.40219
H 5.36519 -5.09620 1.48734
H 6.10451 -4.72643 3.70646
H 4.74952 -4.57135 4.82550
H 5.70686 -3.15638 4.40766
H 3.16014 -2.39580 3.96517
H 1.62088 -1.92377 2.08283
F 6.48215 2.70154 0.41584
C 5.17911 2.77184 0.10334
F 5.05971 3.65893 -0.89351
F 4.54190 3.29092 1.15980
C 4.54540 1.35792 -0.26078
O 3.32734 1.17879 0.24415
C 4.54659 1.24716 -1.81970
F 5.75192 1.48454 -2.35631
F 3.68292 2.12655 -2.35584
F 4.15199 0.03326 -2.21717
C 5.44586 0.20419 0.31380
F 6.68320 0.14538 -0.19293
F 4.86883 -0.98008 0.09742
F 5.56003 0.34758 1.64295



# 2
75
Properties=species:S:1:pos:R:3 method="wB97M-V/def2-TZVPD" gap_ev=7.14 relative_energy_ev=0.665 total_energy_ev=-117413.664 total_charge=+1
C 4.74379 -3.05703 1.22366
C 4.15245 -2.83995 -0.05065
C 3.53903 -1.57190 -0.06122
H 4.26469 -3.50316 -0.91518
C 3.67545 -0.99892 1.26572
C 4.48901 -1.93078 2.03533
H 4.95919 -1.68850 2.99365
H 5.37856 -3.90749 1.49302
H 3.16278 -1.03026 -0.92845
H 3.57530 0.06103 1.48727
Ga 1.97792 -2.14485 2.00595
Si -1.36039 2.54260 -1.71360
C -3.06616 2.20475 -2.43644
C -4.22664 2.46848 -1.68590
H -4.16565 3.04039 -0.75260
C -5.46346 1.97253 -2.11300
H -6.35309 2.14561 -1.50787
C -5.56755 1.26563 -3.31191
H -6.53302 0.87541 -3.64001
C -4.42711 1.07831 -4.09573
H -4.50859 0.55262 -5.04646
C -3.18374 1.55794 -3.67668
H -2.29525 1.41947 -4.29845
C -1.47255 4.28699 -1.00987
C -1.87144 5.32485 -1.87018
H -2.04683 5.12931 -2.92996
C -2.05024 6.62237 -1.37429
H -2.33806 7.42537 -2.04984
C -1.85685 6.90246 -0.01904
H -1.98273 7.91751 0.36432
C -1.47837 5.86701 0.84066
H -1.32767 6.07527 1.89918
C -1.26957 4.57454 0.35313
H -0.95144 3.78101 1.03678
H -0.35438 2.45663 -2.79826
Si -1.57947 0.88762 0.17476
C 0.23294 1.42591 0.45045
C 1.14948 1.49978 -0.63082
H 0.87921 1.17340 -1.64248
C 2.41717 2.06900 -0.47776
H 3.05879 2.17504 -1.35670
C 2.85800 2.49343 0.77229
H 3.86977 2.89875 0.89556
C 1.99470 2.36449 1.86522
H 2.32776 2.66404 2.85724
C 0.69711 1.86097 1.70090
H 0.03574 1.80583 2.56724
C -1.45392 -0.68710 -0.88276
C -0.21524 -1.29968 -1.15844
H 0.69084 -0.95215 -0.65099
C -0.10045 -2.27569 -2.15344
H 0.88611 -2.66261 -2.42363
C -1.24004 -2.73867 -2.81997
H -1.16417 -3.53994 -3.55932
C -2.48614 -2.18355 -2.50800
H -3.38425 -2.53090 -3.02014
C -2.59594 -1.18194 -1.54154
H -3.57420 -0.73822 -1.33461
H -2.20484 0.46846 1.43465
Cl 0.16646 -1.18295 2.71195
N 2.44284 -3.08679 3.86036
C 1.89420 -4.47141 4.14350
C 1.96426 -5.34106 2.90571
C 0.85142 -5.03032 1.91532
N 1.21931 -3.86488 1.02523
H 2.10552 -2.43974 4.57913
H 3.46676 -3.10470 3.95333
H 2.48872 -4.90995 4.95586
H 0.86427 -4.35469 4.49329
H 2.95844 -5.29675 2.43435
H 1.82624 -6.38205 3.22544
H 0.64114 -5.90091 1.27657
H -0.07362 -4.76128 2.43721
H 0.40662 -3.57131 0.47721
H 1.91107 -4.17273 0.33475



# 3
23
Properties=species:S:1:pos:R:3 method="wB97M-V/def2-TZVPD" gap_ev=11.23 relative_energy_ev=0.281 smiles=CCCC[C@@H](C)[NH3+] total_energy_ev=-7965.152 total_charge=+1
C -1.72457 1.22626 -0.98411
C -0.25040 0.96081 -0.68811
C -0.05318 0.47300 0.73913
C -0.52128 -0.96451 0.97638
C 0.24364 -2.03319 0.23245
C 1.67536 -2.32143 0.66853
N 0.46868 2.31121 -0.77030
H -2.39879 0.99242 -0.15197
H -2.15851 0.68763 -1.82178
H -1.96235 2.28915 -1.12975
H 0.20214 0.29467 -1.41897
H -0.59200 1.14764 1.41207
H 0.99150 0.51159 1.01759
H -0.62120 -1.05505 2.05646
H -1.57745 -1.03752 0.70113
H 0.18937 -1.84804 -0.84994
H -0.35566 -2.94970 0.33208
H 1.72383 -2.52777 1.73468
H 1.97445 -3.24438 0.19558
H 2.37301 -1.55385 0.34065
H 0.59014 2.59331 -1.74196
H 1.37710 2.27845 -0.30107
H -0.09356 2.99567 -0.26542